Record 1
Formula: C4H12N2O3
Source: OMol25
Level of theory: ωB97M-V/def2-TZVPD

Each line ends with the Löwdin charge.
Atoms and positions in Å:
C (1.21282, -0.43798, -0.02955)  -0.706
C (-1.03054, 0.48706, 0.53064)  -0.178
C (-2.00227, -0.28631, -0.38264)  -0.269
C (0.87155, 1.98658, 0.28508)  -0.068
N (0.28424, 0.70530, -0.08731)  -0.136
N (-1.82278, -1.72069, -0.49301)  -0.002
O (2.51611, -0.04400, 0.24941)  0.060
O (1.15822, -0.94172, -1.32906)  0.019
O (0.80271, -1.39286, 0.89117)  0.059
H (3.08181, -0.41876, -0.43780)  0.121
H (0.48266, -0.27089, -1.70838)  0.150
H (1.52516, -2.02048, 1.01333)  0.123
H (-1.87824, -2.14387, 0.42714)  0.067
H (-0.89715, -1.93744, -0.85064)  0.043
H (-0.93685, -0.02187, 1.49630)  0.119
H (-1.45900, 1.47380, 0.71301)  0.113
H (-1.94793, 0.14135, -1.38911)  0.109
H (-3.01645, -0.11112, -0.00601)  0.106
H (1.08603, 2.05559, 1.35665)  0.096
H (1.80111, 2.12686, -0.25973)  0.086
H (0.16878, 2.77145, 0.01054)  0.087

Atomic forces in eV per Å
-0.39 0.52 -0.48
-0.16 -0.21 -0.26
-0.02 0.17 0.30
0.11 -0.06 0.05
0.11 -0.01 0.90
0.06 -0.24 -0.07
0.22 -0.12 0.15
-1.23 0.73 -1.15
-0.04 0.11 0.23
-0.15 0.12 -0.04
1.62 -1.52 0.37
0.00 0.12 -0.04
0.04 0.00 -0.07
-0.15 -0.03 0.09
-0.06 0.07 -0.01
0.03 0.00 -0.01
-0.06 0.08 0.07
0.07 0.05 -0.09
0.01 0.07 0.05
-0.06 0.14 0.03
0.04 0.01 -0.01

As for the total charge: 0. The structure (SMILES) is CN(CCN)C(O)(O)O. As for the HOMO energy: -8.8 eV. The total energy comes out at -13464.9399 eV. The energy above the lowest of the compared OMol25 structures with the same formula, charge and spin comes out at 31.4 kcal/mol.



Record 2
Formula: C4H12N2O3
Source: OMol25
Level of theory: ωB97M-V/def2-TZVPD

Each line ends with the Löwdin charge.
Atoms and positions in Å:
C (-0.25220, 2.02987, 1.32988)  -0.099
C (0.78079, 0.75087, -1.58573)  -0.051
N (-0.16629, 0.44620, -0.53442)  -0.211
N (-0.25727, 1.22019, 2.30739)  0.004
O (-1.47999, 0.49018, -1.10521)  -0.031
H (-2.04746, 0.14732, -0.39302)  0.099
H (-0.86193, -0.18119, 1.74604)  0.076
H (0.65614, 1.06373, 2.73086)  0.069
H (0.61205, 2.60805, 1.00011)  0.088
H (-1.19711, 2.26924, 0.86226)  0.076
H (0.65729, 0.10020, -2.45786)  0.089
H (1.77870, 0.63557, -1.16919)  0.093
H (0.61958, 1.78548, -1.88780)  0.089
C (-0.10528, -2.06765, -0.83468)  0.015
C (-0.00359, -0.87396, 0.12110)  -0.679
O (1.27493, -0.79303, 0.71429)  0.022
O (-0.99453, -0.97991, 1.07692)  -0.020
H (1.39279, -1.58980, 1.24316)  0.113
H (-0.96209, -1.93799, -1.49233)  0.085
H (0.80351, -2.15232, -1.42637)  0.084
H (-0.24802, -2.97106, -0.24539)  0.089

Atomic forces in eV per Å
0.06 0.24 0.57
-0.29 -0.10 -0.06
0.01 -0.26 0.13
0.08 0.16 0.42
0.18 -0.09 -0.13
0.20 0.09 -0.01
-0.24 -1.16 -1.02
0.00 0.19 -0.21
0.04 -0.09 0.05
-0.09 -0.03 -0.23
0.04 0.02 -0.04
-0.02 0.03 -0.05
0.07 -0.02 -0.06
-0.04 0.32 0.26
0.00 -0.13 -0.37
0.14 0.11 -0.04
-0.12 0.84 0.90
-0.04 -0.02 -0.05
-0.02 -0.04 -0.02
0.00 0.00 -0.03
0.03 -0.06 0.00

As for the total charge: 0. The structure (SMILES) is CN(O)C(C)(O)O.C=N. As for the HOMO energy: -8.6 eV. The total energy comes out at -13462.9734 eV. The energy above the lowest of the compared OMol25 structures with the same formula, charge and spin comes out at 76.7 kcal/mol.



Record 3
Formula: C4H12N2O3
Source: OMol25
Level of theory: ωB97M-V/def2-TZVPD

Each line ends with the Löwdin charge.
Atoms and positions in Å:
C (-0.16729, -0.90945, 0.73842)  -0.172
N (0.88350, -1.38742, -0.11174)  0.025
C (0.62165, -1.68897, -1.42139)  -0.282
O (-0.47114, -1.43468, -1.92163)  -0.010
C (0.24111, 0.04228, 1.91474)  -0.172
N (1.31641, 1.03488, 1.60993)  -0.047
C (0.82822, 2.29152, 1.08838)  -0.288
O (0.17569, 2.28331, -0.18420)  -0.050
H (-0.89216, -0.30157, 0.21016)  0.095
H (-0.66360, -1.75954, 1.22950)  0.132
H (1.68260, -1.88672, 0.25067)  0.141
H (1.47111, -2.00439, -2.03058)  0.136
H (0.47190, -0.36420, 2.89572)  0.101
H (-0.68880, 0.60172, 2.06580)  0.115
H (1.99924, 0.61018, 0.99828)  0.093
H (0.09146, 2.75952, 1.73826)  0.112
H (1.66794, 2.99614, 1.04895)  0.118
H (-0.20953, 1.47792, -0.48062)  0.040
H (-2.85932, -0.09046, -2.49827)  0.019
H (-2.11180, -1.05554, -1.53561)  -0.017
O (-2.88822, -0.46189, -1.62354)  -0.088

Atomic forces in eV per Å
-0.06 0.05 2.27
0.69 -0.62 -1.29
-1.38 1.58 0.35
1.32 -0.79 -0.11
0.44 1.17 -0.58
-1.43 -0.12 -0.01
-0.04 -0.18 -0.13
0.98 1.44 -0.33
0.00 -0.58 -0.68
-0.31 0.18 -0.38
-0.04 0.28 0.42
0.15 -0.40 0.17
0.11 -0.86 -0.25
0.21 0.10 0.24
0.15 0.21 -0.12
0.08 -0.39 0.69
-0.10 -0.23 -0.43
-0.31 -1.13 0.15
0.21 0.05 -0.47
-0.50 0.63 -0.47
-0.15 -0.41 0.99

As for the total charge: 0. The structure (SMILES) is O=CNCCNCO.O. As for the HOMO energy: -9.6 eV. The total energy comes out at -13464.6468 eV. The energy above the lowest of the compared OMol25 structures with the same formula, charge and spin comes out at 38.2 kcal/mol.



Record 4
Formula: C4H12N2O3P
Source: OMol25
Level of theory: ωB97M-V/def2-TZVPD

Each line ends with the Löwdin charge.
Atoms and positions in Å:
C (-1.87860, -0.65510, 0.34512)  -0.092
C (0.09886, 0.74563, -1.41010)  -0.111
C (-0.43058, -0.87674, 0.59240)  -0.403
C (0.49730, 0.40242, 0.00263)  -0.461
N (-0.07466, -2.22636, 0.13660)  0.029
N (0.33171, 1.60662, 0.93023)  0.074
O (3.17234, 1.06669, 0.31715)  -0.212
O (2.61910, -0.73982, -1.34694)  -0.339
O (2.57729, -1.18682, 1.16819)  -0.375
P (2.27653, -0.29667, 0.00136)  0.253
H (-1.94267, -0.21975, -0.55792)  0.006
H (-2.31319, 0.05311, 1.03272)  0.069
H (-2.36063, -1.65464, 0.44159)  0.088
H (-0.84972, 1.30864, -1.40812)  0.081
H (0.20955, -0.05393, -2.04281)  0.036
H (0.92396, 1.32266, -1.88511)  0.088
H (-0.20755, -0.89931, 1.68881)  0.131
H (-0.04558, -2.37689, -0.85058)  0.061
H (0.83578, -2.43856, 0.48615)  0.026
H (0.82727, 2.34154, 0.61259)  0.008
H (0.62338, 1.26673, 1.76684)  0.013
H (3.46412, 0.90658, 1.22056)  0.032

Atomic forces in eV per Å
-0.31 -1.68 2.92
1.03 2.71 1.08
1.98 1.05 0.63
-0.08 -1.49 1.37
-0.32 0.38 0.64
-3.74 -3.88 -2.66
-0.24 0.17 0.05
-0.05 -0.51 -1.93
-0.67 -0.05 0.58
0.19 0.87 1.04
-0.93 0.98 -3.53
-0.16 0.17 0.45
-0.07 0.89 -0.31
0.33 -0.36 -0.44
-0.74 -2.48 -1.34
-0.57 0.54 0.56
-0.14 0.10 -0.76
-0.09 0.39 -0.72
0.80 -0.17 0.23
2.37 2.75 -1.09
1.27 -0.52 3.18
0.14 0.14 0.06

As for the total charge: -1. The structure (SMILES) is C[C@@H](N)[C@@](C)(N)[P@](=O)([O-])O. As for the HOMO energy: -4.6 eV. The total energy comes out at -22757.8901 eV. The energy above the lowest of the compared OMol25 structures with the same formula, charge and spin comes out at 0.0 kcal/mol.



Record 5
Formula: C4H12N2O4
Source: OMol25
Level of theory: ωB97M-V/def2-TZVPD

Each line ends with the Löwdin charge.
Atoms and positions in Å:
C (-2.04857, 1.62425, 0.10657)  -0.002
C (-1.72917, 0.96795, -1.19754)  -0.554
N (-0.78778, -0.05881, -1.04132)  0.059
C (-0.14752, -0.39641, 0.21111)  -0.170
C (0.80078, -1.57249, 0.12773)  -0.511
N (0.27434, -2.62947, -0.56844)  0.208
O (1.78040, -1.78305, 0.81380)  0.064
O (-2.16722, 1.27017, -2.24866)  0.099
H (-1.12303, 2.42183, 0.32461)  0.165
H (-2.79134, 2.37062, 0.15638)  0.056
H (-2.20060, 1.06131, 0.99603)  0.060
H (-0.33322, -0.42713, -1.85545)  0.125
H (0.58030, 0.45294, 0.49182)  0.104
H (-0.72988, -0.53157, 1.16676)  0.146
H (-0.34431, -2.40660, -1.26064)  0.057
H (0.63535, -3.47849, -0.58800)  0.056
H (1.01530, -0.59542, 3.05262)  0.007
H (1.66402, 0.13139, 1.93438)  0.028
O (1.14137, 0.27658, 2.75617)  -0.056
H (2.06414, 0.31211, -1.57942)  0.098
H (2.08603, 1.96313, -0.89709)  0.058
O (2.36062, 1.02717, -0.90142)  -0.095

Atomic forces in eV per Å
2.96 3.25 0.89
1.23 -1.46 2.49
-0.80 -0.33 0.65
2.65 2.51 1.31
-0.87 -2.75 0.60
-0.80 4.57 0.84
0.24 1.24 0.19
-0.85 0.72 -2.34
-1.76 -2.43 -0.35
-1.50 0.45 -1.01
0.35 -0.92 0.43
-0.26 0.21 -0.48
-1.40 -1.08 -0.42
-0.04 -0.06 -1.46
-2.16 0.28 -1.85
2.47 -4.36 0.10
-0.19 -1.78 0.78
-0.23 0.09 0.94
0.74 1.69 -1.20
0.37 3.18 1.47
-0.43 -1.16 -1.17
0.28 -1.86 -0.40

As for the total charge: 0. The structure (SMILES) is CC(=O)NCC(N)=O.O.O. As for the HOMO energy: -10.0 eV. The total energy comes out at -15511.8641 eV. The energy above the lowest of the compared OMol25 structures with the same formula, charge and spin comes out at 51.4 kcal/mol.



Record 6
Formula: C4H12N2O5P
Source: OMol25
Level of theory: ωB97M-V/def2-TZVPD

Each line ends with the Löwdin charge.
Atoms and positions in Å:
C (1.45510, -1.44030, -1.26362)  -0.043
C (0.18207, -0.81805, -0.75524)  -0.415
C (0.65464, 1.61929, 0.08346)  -0.405
C (0.08052, 0.73410, -0.99976)  -0.307
N (-0.48187, 1.25435, -1.97717)  0.169
N (0.68900, 0.97605, 1.44742)  0.062
O (-3.46710, -1.29811, 2.25152)  -0.384
O (-2.39240, 1.01019, 2.44819)  -0.216
O (-2.57378, -0.06653, 0.22630)  -0.357
O (-0.86917, -1.38813, -1.53075)  -0.138
O (0.01297, 2.87391, 0.12571)  -0.053
P (-2.43635, -0.41301, 1.67419)  0.223
H (1.70736, -1.11080, -2.29947)  0.096
H (2.20164, -1.12787, -0.58976)  0.056
H (1.18199, -2.49502, -1.23656)  0.082
H (-0.10854, -1.07663, 0.29037)  0.101
H (1.76828, 1.85688, -0.27927)  0.170
H (-0.82404, 2.70291, -0.35175)  0.082
H (-1.02943, 0.69154, -2.62674)  0.073
H (-0.25225, 0.78534, 1.72125)  -0.032
H (1.13050, 1.66730, 2.06869)  0.076
H (-2.73814, 0.95666, 3.31605)  0.027
H (-1.73062, -0.98067, -1.06809)  0.099
H (-1.03978, -0.60173, 2.07652)  0.035

Atomic forces in eV per Å
-1.13 0.25 -0.63
-2.25 0.81 -0.83
2.52 0.72 0.59
0.36 -2.23 1.45
-0.84 1.70 -0.66
1.69 1.03 -2.05
0.32 -0.58 0.82
0.09 1.26 -0.78
0.96 -0.14 -0.49
-2.19 0.90 0.82
-0.53 -0.41 -0.44
-0.18 0.36 -0.19
-0.35 -0.26 0.74
1.42 -0.17 0.73
0.83 -0.19 -0.07
1.15 0.45 -0.56
-1.93 -0.65 1.08
0.27 0.44 0.13
0.68 -0.66 0.41
-0.39 0.41 0.39
-0.63 -0.47 -0.30
-0.63 -0.19 1.31
1.89 -1.04 -0.89
-1.13 -1.32 -0.56

As for the total charge: -1. As for the HOMO energy: -5.9 eV. The total energy comes out at -26852.4949 eV. The energy above the lowest of the compared OMol25 structures with the same formula, charge and spin comes out at 7.4 kcal/mol.



Among the records above, which one has the lowest HOMO energy? C4H12N2O4



Which of these has the highest HOMO energy? C4H12N2O3P



Number 5 is which compound? C4H12N2O4